Here is a single C21H24FN3O2 molecule from the OMol25 dataset. Energies are from ωB97M-V/def2-TZVPD.

Structure (ORCA input):
```
! wB97M-V def2-TZVPD RIJCOSX def2/J DEFGRID3
* xyz 0 1
C 1.639 4.540 0.734
O 1.641 3.185 1.103
C 2.301 2.283 0.308
C 2.987 2.628 -0.866
C 3.623 1.669 -1.629
C 3.563 0.349 -1.208
N 4.076 -0.793 -1.757
C 3.727 -1.858 -0.970
C 2.995 -1.431 0.100
C 2.379 -2.272 1.174
O 3.063 -3.496 1.369
C 0.922 -2.630 0.813
N 0.133 -1.429 0.621
C -0.989 -1.286 1.525
C -1.570 0.128 1.400
N -2.003 0.375 0.039
C -3.285 0.055 -0.364
C -3.572 -0.576 -1.583
C -4.866 -0.824 -1.998
C -5.945 -0.462 -1.213
C -5.704 0.176 -0.009
C -4.410 0.434 0.387
F -4.259 1.111 1.559
C -0.883 0.201 -0.858
C -0.277 -1.202 -0.749
C 2.874 -0.013 -0.027
C 2.248 0.966 0.735
H 1.058 5.051 1.501
H 2.651 4.957 0.713
H 1.161 4.694 -0.240
H 3.027 3.655 -1.191
H 4.150 1.947 -2.530
H 4.626 -0.845 -2.597
H 4.028 -2.855 -1.228
H 2.367 -1.692 2.111
H 3.995 -3.302 1.512
H 0.520 -3.245 1.623
H 0.944 -3.248 -0.091
H -0.639 -1.442 2.547
H -1.789 -2.022 1.310
H -2.389 0.247 2.103
H -0.792 0.859 1.637
H -2.763 -0.892 -2.222
H -5.028 -1.318 -2.945
H -6.955 -0.664 -1.530
H -6.512 0.498 0.630
H -1.180 0.424 -1.883
H -0.115 0.920 -0.556
H 0.604 -1.267 -1.391
H -1.014 -1.958 -1.080
H 1.716 0.719 1.639
*
```

Computed properties:
Energy = -1229.221174 Eh
ΔE to the lowest compared entry with this formula, charge and spin = 2.534 eV
Gap between HOMO and LUMO = 8.223 eV
LUMO = 0.722 eV
Structure (SMILES) = COc1ccc2[nH]cc([C@H](O)CN3CCN(c4ccccc4F)CC3)c2c1

Here is a molecular structure, C21H24FeN in a non-equilibrium geometry from the OMol25 dataset. Energies are from ωB97M-V/def2-TZVPD.

Structure (ORCA input):
```
! wB97M-V def2-TZVPD RIJCOSX def2/J DEFGRID3
* xyz -1 5
C -2.623 -1.404 -2.264
C -1.231 -2.048 -2.138
C -1.239 -3.533 -2.377
N -0.218 -1.302 -1.869
C 1.141 -1.590 -1.920
C 2.059 -0.515 -2.017
C 3.411 -0.729 -2.239
C 3.889 -2.040 -2.389
C 3.014 -3.123 -2.251
C 1.667 -2.903 -1.953
H -3.301 -2.057 -2.828
H -3.060 -1.254 -1.262
H -2.590 -0.447 -2.816
H -2.237 -3.785 -2.752
H -0.482 -3.828 -3.114
H -1.086 -4.091 -1.445
H 1.661 0.492 -1.919
H 4.084 0.122 -2.287
H 4.937 -2.217 -2.620
H 3.397 -4.140 -2.379
H 1.022 -3.751 -1.752
C -1.475 0.996 -0.764
C -0.130 1.515 -0.637
C 0.527 1.717 0.624
C 0.884 2.983 1.299
C 1.548 2.675 2.533
C 1.612 1.224 2.669
C 0.978 0.642 1.533
Fe -0.263 1.860 2.444
C -2.145 1.202 2.299
C -2.081 2.649 2.362
C -1.389 3.006 3.590
C -0.995 1.776 4.260
C -1.445 0.658 3.445
H -2.301 1.709 -0.947
H -1.436 0.301 -1.590
H -1.735 0.396 0.118
H 0.314 1.911 -1.543
H 0.763 3.954 0.833
H 1.987 3.406 3.208
H 2.122 0.686 3.457
H 0.950 -0.385 1.205
H -2.763 0.626 1.621
H -2.577 3.328 1.676
H -1.283 4.010 3.983
H -0.527 1.694 5.235
H -1.359 -0.399 3.680
*
```

Computed properties:
Energy = -2132.808004 Eh
Gap between HOMO and LUMO (alpha / beta) = 3.319 / 5.219 eV
LUMO (alpha / beta) = 2.705 / 2.697 eV

Here is a molecular structure, C21H24IrN6 in a non-equilibrium geometry from the OMol25 dataset. Energies are from ωB97M-V/def2-TZVPD.

Structure (ORCA input):
```
! wB97M-V def2-TZVPD RIJCOSX def2/J DEFGRID3
* xyz 4 6
Ir 0.244 -0.281 -0.154
C -2.797 0.456 -0.045
N -1.549 1.276 -0.097
C -1.420 2.153 1.101
C -0.909 1.369 2.277
C -1.221 1.668 3.564
C -0.623 0.936 4.592
C 0.269 -0.080 4.281
C 0.540 -0.328 2.975
N -0.040 0.390 1.985
C -1.486 2.095 -1.339
C -1.034 1.275 -2.510
C -1.450 1.503 -3.805
C -0.880 0.763 -4.837
C 0.088 -0.190 -4.541
C 0.451 -0.378 -3.225
N -0.101 0.343 -2.227
C -2.672 -1.025 0.012
C -3.883 -1.826 0.087
C -3.804 -3.203 0.108
C -2.547 -3.789 0.057
C -1.380 -2.942 -0.014
N -1.457 -1.608 -0.028
H -3.395 0.767 0.826
H -3.409 0.688 -0.931
H -0.706 2.939 0.869
H -2.368 2.646 1.317
H -1.921 2.465 3.779
H -0.857 1.159 5.625
H 0.751 -0.669 5.048
H 1.235 -1.108 2.688
H -2.449 2.576 -1.528
H -0.756 2.889 -1.177
H -2.199 2.257 -4.011
H -1.186 0.932 -5.861
H 0.555 -0.778 -5.319
H 1.200 -1.110 -2.948
H -4.850 -1.332 0.127
H -4.701 -3.810 0.164
H -2.428 -4.869 0.069
H -0.382 -3.369 -0.054
C 5.439 1.210 0.164
N 4.728 -0.093 0.257
C 5.538 -1.323 0.460
C 3.457 -0.152 0.176
N 2.281 -0.208 0.097
H 6.164 1.129 -0.647
H 5.964 1.369 1.107
H 4.732 2.011 -0.028
H 6.266 -1.371 -0.351
H 4.898 -2.199 0.456
H 6.060 -1.223 1.412
*
```

Computed properties:
Energy = -1245.788710 Eh
Gap between HOMO and LUMO (alpha / beta) = 7.392 / 4.169 eV
LUMO (alpha / beta) = -13.211 / -17.051 eV

Here is a single C21H24N2O4S molecule in a non-equilibrium geometry from the OMol25 dataset. Energies are from ωB97M-V/def2-TZVPD.

Structure (ORCA input):
```
! wB97M-V def2-TZVPD RIJCOSX def2/J DEFGRID3
* xyz 0 1
O -1.357 -2.592 1.924
C -0.981 -1.969 0.952
N -1.821 -1.421 0.048
C -3.270 -1.495 0.176
C -3.886 -2.097 -1.087
C -3.952 -1.061 -2.203
C -4.885 0.070 -1.787
C -4.530 0.626 -0.436
C -4.959 1.903 -0.086
C -4.671 2.438 1.154
C -3.944 1.698 2.072
C -3.516 0.428 1.737
C -3.807 -0.118 0.491
C 0.475 -1.751 0.667
C 0.987 -1.692 -0.627
C 2.344 -1.508 -0.826
C 3.182 -1.388 0.267
S 4.926 -1.053 0.001
O 5.651 -1.441 1.171
O 5.307 -1.574 -1.277
N 5.033 0.609 -0.099
C 4.667 1.320 1.112
C 4.479 2.798 0.788
O 3.424 3.010 -0.131
C 3.285 1.991 -1.106
C 4.589 1.231 -1.328
C 2.696 -1.476 1.558
C 1.339 -1.663 1.756
H -1.458 -0.818 -0.671
H -3.443 -2.161 1.030
H -4.896 -2.440 -0.857
H -3.296 -2.963 -1.394
H -4.316 -1.523 -3.123
H -2.955 -0.662 -2.405
H -4.867 0.871 -2.530
H -5.911 -0.310 -1.745
H -5.525 2.481 -0.803
H -5.011 3.432 1.406
H -3.715 2.108 3.044
H -2.952 -0.161 2.445
H 0.338 -1.820 -1.481
H 2.770 -1.481 -1.816
H 3.731 0.925 1.533
H 5.465 1.177 1.843
H 5.417 3.207 0.390
H 4.206 3.354 1.687
H 2.960 2.483 -2.027
H 2.498 1.287 -0.788
H 4.475 0.445 -2.073
H 5.363 1.924 -1.678
H 3.390 -1.425 2.382
H 0.927 -1.751 2.750
*
```

Computed properties:
Energy = -1623.297033 Eh
ΔE to the lowest compared entry with this formula, charge and spin = 1.242 eV
Gap between HOMO and LUMO = 9.327 eV
LUMO = 0.089 eV
Structure (SMILES) = O=C(N[C@@H]1CCCc2ccccc21)c1ccc(S(=O)(=O)N2CCOCC2)cc1

Here is a single C21H24N2O5 molecule from the OMol25 dataset. Energies are from ωB97M-V/def2-TZVPD.

Structure (ORCA input):
```
! wB97M-V def2-TZVPD RIJCOSX def2/J DEFGRID3
* xyz 0 1
C 6.530 2.360 -0.302
C 6.144 0.918 -0.572
O 4.763 0.755 -0.257
C 4.273 -0.495 -0.391
O 4.954 -1.422 -0.758
C 2.858 -0.572 -0.040
C 2.028 0.468 0.383
C 2.309 1.910 0.582
N 0.810 -0.049 0.605
C 0.805 -1.402 0.336
C -0.398 -2.192 0.477
O -0.543 -3.356 0.198
O -1.397 -1.416 0.993
C -2.696 -1.974 1.073
C -3.647 -1.353 0.050
O -4.496 -2.027 -0.496
N -3.471 -0.046 -0.271
C -2.702 0.966 0.301
C -2.241 1.110 1.600
C -1.518 2.253 1.921
C -1.274 3.239 0.979
C -1.776 3.113 -0.311
C -2.496 1.986 -0.636
C -3.183 1.630 -1.920
C -4.102 0.473 -1.495
C -5.520 0.943 -1.190
C 2.080 -1.761 -0.073
C 2.546 -3.112 -0.460
H 7.580 2.506 -0.534
H 5.933 3.029 -0.916
H 6.359 2.604 0.743
H 6.303 0.653 -1.624
H 6.732 0.225 0.041
H 1.401 2.433 0.872
H 3.067 2.044 1.351
H 2.701 2.346 -0.334
H -0.003 0.460 0.921
H -2.649 -3.049 0.864
H -3.079 -1.826 2.088
H -2.437 0.371 2.358
H -1.152 2.375 2.930
H -0.715 4.121 1.255
H -1.616 3.891 -1.042
H -3.749 2.464 -2.333
H -2.453 1.309 -2.668
H -4.139 -0.337 -2.228
H -5.991 1.322 -2.093
H -6.108 0.109 -0.815
H -5.503 1.732 -0.440
H 2.973 -3.085 -1.461
H 1.722 -3.817 -0.426
H 3.340 -3.437 0.210
*
```

Computed properties:
Energy = -1300.419177 Eh
ΔE to the lowest compared entry with this formula, charge and spin = 0.635 eV
Gap between HOMO and LUMO = 9.082 eV
LUMO = 0.549 eV
Structure (SMILES) = CCOC(=O)c1c(C)[nH]c(C(=O)OCC(=O)N2c3ccccc3C[C@@H]2C)c1C